Formula: C3H8O2
Source: the OMol25 dataset
Level of theory: wB97M-V/def2-TZVPD

Structure (ORCA input):
```
! wB97M-V def2-TZVPD RIJCOSX def2/J DEFGRID3
* xyz 0 1
C -2.5844 -0.1408 -0.0658
C -1.2924 -0.3871 0.0795
C -0.2415 0.6781 0.1155
H -2.9697 0.8903 -0.0976
H -3.3397 -0.9231 -0.1669
H -0.9661 -1.4365 0.1920
H -0.7222 1.6589 0.2086
H 0.3777 0.5105 0.9927
H 0.3776 0.6782 -0.7865
O 3.2042 0.2663 -0.1067
O 2.1155 -0.5796 0.1972
H 4.0339 -0.2116 0.1030
H 2.0071 -1.0036 -0.6653
*
```

Values from the calculation:
SMILES string ... C=CC.OO
Max |F| ... 1.4 eV/Å
LUMO ... 0.78 eV
HOMO level ... -9.5 eV
Energy above the lowest of the compared OMol25 structures with the same formula, charge and spin ... 4.352 eV
HOMO-LUMO gap ... 0.3764 hartree

***

Formula: C19H86N2O32S
Source: the OMol25 dataset
Level of theory: wB97M-V/def2-TZVPD

Structure (ORCA input):
```
! wB97M-V def2-TZVPD RIJCOSX def2/J DEFGRID3
* xyz 0 1
C 2.2157 -0.4375 0.9937
O 3.0477 -0.8562 -0.1694
C 2.4204 -1.9937 -0.8671
C 2.3994 -1.8655 -2.5034
C 2.7325 -0.3212 -3.0366
C 1.3921 0.5881 -2.6759
C 1.4465 2.1037 -3.3006
C 0.1137 3.0314 -2.8992
C -0.4439 2.7399 -1.3817
C 0.2676 3.6111 -0.1501
C -0.1276 3.4204 1.4520
C -1.3168 2.3092 1.8130
C -1.9943 1.4667 0.5771
C -1.6264 1.6156 -1.0141
N -2.2140 0.8185 -2.1574
C -3.6666 0.4573 -1.9432
C -4.6415 0.3669 -3.2984
C -6.2386 -0.0594 -3.2509
C -6.9641 -0.4265 -1.8081
C -6.0061 -0.3314 -0.4460
N -6.7159 -0.6984 0.8637
C -4.3917 0.1000 -0.5173
S -3.3263 0.1929 1.0653
H 1.1194 -0.1246 0.6874
H 2.7196 0.5343 1.4530
H 2.1183 -1.2954 1.8116
H 1.3142 -2.1361 -0.4455
H 3.0094 -2.9599 -0.5325
H 1.2819 -2.0758 -2.8606
H 3.0587 -2.6764 -3.0608
H 3.7218 0.0989 -2.5695
H 2.7614 -0.3964 -4.2229
H 1.2668 0.5344 -1.5123
H 0.4822 0.0144 -3.1891
H 2.4627 2.6176 -2.9610
H 1.4955 1.9967 -4.4843
H -0.6919 2.9450 -3.7450
H 0.4851 4.1643 -2.9178
H 1.1316 4.4058 -0.3593
H 0.4378 4.0507 2.2934
H -1.6103 2.1828 2.9405
H -1.6238 -0.0020 -2.4295
H -4.1539 0.6027 -4.3621
H -6.9289 -0.1574 -4.2085
H -8.1004 -0.7388 -1.7911
H -5.9754 -0.9804 1.5522
H -7.3700 -1.5114 0.6589
O 0.0940 7.1416 1.9524
H -0.8599 7.2584 2.0764
H 0.1648 6.3213 1.4414
O -4.7419 -2.1827 3.3117
H -4.3799 -2.3606 4.1927
H -4.0793 -1.6094 2.8978
O -4.1227 -1.9672 -6.0681
H -4.6444 -1.5268 -5.3806
H -3.5339 -2.5568 -5.5735
O 1.3490 -3.6531 -4.8045
H 1.8077 -3.3963 -5.6184
H 0.7423 -4.3532 -5.0887
O 1.3897 1.4818 4.1350
H 0.9370 1.9522 3.4191
H 0.6723 1.2109 4.7275
O 2.6518 1.5309 6.8268
H 2.5335 1.2359 5.9115
H 3.2136 0.8475 7.2223
O -0.2419 6.6345 4.8779
H 0.1201 6.4566 5.7588
H 0.4207 7.2078 4.4640
O 5.7581 0.5728 -3.9104
H 6.1201 0.3948 -3.0294
H 6.4207 1.1460 -4.3243
O 1.3897 0.6464 -6.2445
H 0.9370 1.1169 -6.9604
H 0.6723 0.3756 -5.6521
O 1.1772 -4.7855 0.0496
H 1.6593 -5.6138 -0.0932
H 1.0624 -4.7442 1.0109
O 2.1643 4.5433 4.5221
H 2.5451 4.6208 5.4097
H 1.8895 3.6158 4.4654
O 3.9643 3.9883 7.0346
H 4.3451 4.0658 7.9222
H 3.6895 3.0608 6.9779
O 2.1581 2.6298 -8.6140
H 2.5201 2.4519 -7.7330
H 2.8207 3.2031 -9.0279
O 1.4518 -5.0332 -7.1618
H 1.3335 -5.3282 -8.0771
H 2.0136 -5.7166 -6.7663
O -2.8397 8.3078 1.4363
H -3.4898 8.0632 0.7608
H -2.3715 9.0622 1.0483
O 0.5772 -0.5078 5.7655
H 1.0593 -1.3360 5.6227
H 0.4624 -0.4665 6.7268
O 4.6958 3.3546 -4.6582
H 4.8023 2.6354 -4.0178
H 4.3009 4.0723 -4.1406
O -3.5060 -4.2757 5.7996
H -4.4599 -4.1588 5.9236
H -3.4352 -5.0960 5.2887
O -8.7228 1.7076 0.6008
H -8.2407 0.8793 0.4580
H -8.8376 1.7489 1.5621
O 2.7524 4.2098 9.7631
H 2.2997 4.6802 9.0472
H 2.0351 3.9389 10.3556
O -3.8883 -4.2507 9.0983
H -3.4296 -3.9939 8.2844
H -4.4949 -4.9508 8.8141
O -3.8990 -4.2002 -8.2238
H -4.5467 -4.8595 -7.9329
H -4.2671 -3.3585 -7.9157
O 6.9010 4.7759 -5.9353
H 6.2533 4.1167 -5.6444
H 6.5329 5.6176 -5.6272
O -2.0408 -3.0434 -0.5053
H -2.3825 -2.1740 -0.2480
H -1.0895 -2.9819 -0.3312
O 3.8209 -6.5102 -7.3794
H 4.1829 -6.6882 -6.4984
H 4.4835 -5.9370 -7.7933
O -5.7433 -6.1243 6.4250
H -6.6971 -6.0075 6.5490
H -5.6724 -6.9446 5.9140
O 5.0979 2.8234 11.0993
H 4.3161 3.3518 10.8794
H 5.7732 3.4836 11.3164
O 3.1146 -2.5105 5.4123
H 2.9963 -2.8055 4.4970
H 3.6763 -3.1939 5.8078
O 5.7592 -4.4981 -8.0635
H 5.4175 -3.6287 -7.8063
H 6.7105 -4.4366 -7.8894
O -5.3408 -3.2332 -2.3792
H -5.6825 -2.3638 -2.1220
H -4.3895 -3.1716 -2.2051
O 2.6194 -4.7138 3.6786
H 2.8161 -5.5189 4.1806
H 1.6517 -4.6979 3.6316
*
```

Values from the calculation:
Max |F| ... 5.2 eV/Å
LUMO ... -0.53 eV
HOMO level ... -8.2 eV
HOMO-LUMO gap ... 0.2834 hartree